# 1
The following is a quantum chemistry calculation of a 2-piece molecular cluster, C4H6N2O2 overall, from OMol25.

- LUMO energy: 0.02 eV
- Charge: 0
- Energy: -11316.47351 eV
- HOMO-LUMO gap: 9.49 eV
- 2S+1: 1
- Energy above the lowest of the compared OMol25 structures with the same formula, charge and spin: 4.568 eV

The geometry in XYZ format:
```
14
Properties=species:S:1:pos:R:3:mulliken_charge:R:1
C 1.455 2.164 0.111 -1.109
C 1.084 0.860 0.705 0.658
C -0.595 -0.917 0.123 0.467
C -1.514 -1.075 -1.254 0.019
H 1.239 2.019 -1.136 0.282
H 0.292 3.072 0.374 0.243
H 2.565 2.528 0.483 0.326
H 2.198 1.102 2.179 0.236
H -0.647 0.910 -0.570 0.258
H -2.192 -1.883 -1.183 0.394
N 1.518 0.389 1.752 -0.564
N -0.140 0.288 0.239 -0.196
O -0.376 -2.043 0.616 -0.563
O -1.583 -0.292 -2.140 -0.453
```

---

# 2
The following is a quantum chemistry calculation of one molecule with the formula C19H36N2O4S2, from OMol25.

- SMILES string: CCCCN(CCCCOC(=O)NCCCCOC(C)=O)C(=S)SCCC
- LUMO energy: 0.19 eV
- Charge: 0
- Energy: -53127.77063 eV
- HOMO-LUMO gap: 8.58 eV
- 2S+1: 1

The geometry in XYZ format:
```
63
Properties=species:S:1:pos:R:3:mulliken_charge:R:1
C 0.292 3.714 3.585 -0.553
C 0.567 4.982 2.761 -0.747
C 0.677 4.816 1.237 -0.472
C 1.550 3.648 0.726 -1.314
N 0.869 2.614 -0.070 0.297
C 0.446 3.082 -1.401 -1.091
C 1.187 2.324 -2.505 -0.900
C 1.214 0.818 -2.262 -0.108
C 1.731 0.058 -3.478 -0.777
O 2.594 -1.034 -3.104 -0.427
C 1.990 -2.230 -2.967 0.608
O 0.794 -2.395 -2.919 -0.607
N 2.935 -3.236 -2.919 -0.268
C 2.518 -4.485 -2.292 -0.824
C 2.258 -4.420 -0.774 -0.589
C 0.774 -4.514 -0.403 -0.303
C 0.563 -5.069 0.998 -0.602
O -0.764 -5.580 1.205 -0.414
C -1.779 -4.672 1.055 0.684
C -2.574 -4.807 -0.218 -0.938
O -2.025 -3.870 1.901 -0.525
C -0.028 1.805 0.643 -0.139
S 0.517 0.581 1.579 -0.126
S -1.728 2.231 0.501 -0.115
C -2.513 1.188 1.748 -0.502
C -4.035 1.338 1.662 -0.476
C -4.540 2.780 1.698 -1.052
H -0.750 3.660 3.907 0.210
H 0.902 3.701 4.491 0.315
H 0.522 2.793 3.049 -0.036
H 1.458 5.495 3.130 0.355
H -0.258 5.678 2.938 0.313
H 1.124 5.736 0.849 0.382
H -0.318 4.758 0.785 0.412
H 2.081 3.156 1.544 0.638
H 2.325 4.049 0.069 0.514
H -0.630 2.969 -1.556 0.563
H 0.663 4.150 -1.482 0.466
H 2.208 2.713 -2.587 0.305
H 0.681 2.513 -3.459 0.387
H 1.820 0.559 -1.392 0.274
H 0.199 0.476 -2.028 0.225
H 0.915 -0.352 -4.073 0.354
H 2.352 0.696 -4.109 0.461
H 3.796 -2.872 -2.527 0.279
H 1.627 -4.848 -2.805 0.382
H 3.311 -5.207 -2.499 0.373
H 2.708 -3.513 -0.358 0.387
H 2.777 -5.264 -0.305 0.361
H 0.265 -5.173 -1.112 0.273
H 0.301 -3.530 -0.486 0.259
H 0.767 -4.319 1.770 0.298
H 1.216 -5.925 1.174 0.366
H -2.225 -5.639 -0.825 0.314
H -2.475 -3.884 -0.792 0.254
H -3.625 -4.952 0.034 0.352
H -2.132 1.466 2.732 0.327
H -2.224 0.160 1.534 0.382
H -4.376 0.846 0.747 0.258
H -4.445 0.804 2.523 0.344
H -4.325 3.315 0.771 0.316
H -4.104 3.330 2.536 0.254
H -5.625 2.790 1.829 0.361
```

---

# 3
The following is a quantum chemistry calculation of a 2-piece molecular cluster, C2H3P overall, from OMol25.

- LUMO energy: -1.10 eV
- Charge: 0
- Energy: -11406.22442 eV
- HOMO-LUMO gap: 8.79 eV
- 2S+1: 1
- Energy above the lowest of the compared OMol25 structures with the same formula, charge and spin: 2.514 eV

The geometry in XYZ format:
```
6
Properties=species:S:1:pos:R:3:mulliken_charge:R:1
C -0.756 0.365 0.055 -0.517
C -1.976 0.455 0.023 -0.096
P 1.741 0.259 0.019 0.129
H -3.035 0.258 0.168 0.298
H 1.988 -0.560 -1.132 0.098
H 2.036 -0.777 0.868 0.088
```